Formula: C35H33ClHoN6O3S
Source: OMol25
Level of theory: the ωB97M-V functional and the def2-TZVPD basis

Geometry as XYZ:
```
80
Properties=species:S:1:pos:R:3
Ho 13.04 -9.97 10.46
C 14.01 -9.87 14.77
C 13.33 -10.44 13.62
N 12.75 -9.59 12.67
N 12.22 -8.48 13.20
C 12.11 -7.42 12.44
N 11.70 -6.29 13.03
S 12.30 -7.36 10.70
C 13.64 -11.73 13.18
C 14.49 -12.51 13.86
C 15.15 -13.55 13.26
C 15.33 -13.76 11.88
C 15.06 -12.86 10.87
N 14.06 -11.95 10.85
H 13.76 -10.51 15.61
H 13.65 -8.80 14.85
H 15.08 -9.91 14.81
H 11.46 -6.33 14.06
H 11.49 -5.49 12.46
H 14.75 -12.29 14.90
H 15.71 -14.23 13.87
H 15.95 -14.58 11.58
H 15.63 -12.82 9.93
O 10.70 -9.61 9.97
C 10.21 -9.85 8.61
C 11.38 -10.53 7.90
O 11.10 -11.10 6.84
O 12.58 -10.50 8.47
C 9.07 -10.97 8.70
C 8.16 -11.01 7.66
C 7.24 -12.03 7.56
C 7.23 -13.06 8.49
C 8.26 -13.12 9.42
C 9.11 -12.03 9.65
C 9.85 -8.61 7.94
C 8.72 -7.92 8.40
C 8.16 -6.85 7.70
C 8.78 -6.40 6.55
C 10.05 -6.93 6.20
C 10.59 -7.92 6.93
H 10.45 -8.73 10.33
H 8.37 -10.26 6.91
H 6.50 -12.04 6.76
H 6.41 -13.76 8.50
H 8.35 -13.93 10.11
H 9.76 -12.00 10.53
H 8.28 -8.26 9.34
H 7.22 -6.38 7.96
H 8.29 -5.64 6.01
H 10.58 -6.48 5.33
H 11.61 -8.37 6.78
Cl 17.66 -11.06 7.48
C 17.02 -10.16 8.84
C 17.88 -9.86 10.02
C 17.25 -9.10 11.01
C 15.93 -8.71 10.94
N 15.17 -9.14 9.92
C 15.72 -9.74 8.85
H 18.94 -9.99 10.00
H 17.84 -8.77 11.82
H 15.48 -8.14 11.78
H 15.16 -9.80 7.95
C 12.56 -13.92 9.15
C 12.23 -14.22 10.62
C 11.97 -15.55 10.94
C 11.54 -15.90 12.28
C 11.20 -14.96 13.21
C 11.34 -13.57 12.91
C 10.78 -12.62 13.91
C 12.20 -13.25 11.72
N 13.08 -12.18 11.86
H 13.61 -14.07 8.88
H 12.31 -12.98 8.69
H 12.04 -14.69 8.63
H 12.09 -16.36 10.20
H 11.43 -16.95 12.47
H 10.72 -15.23 14.15
H 9.74 -12.94 14.17
H 10.83 -11.54 13.71
H 11.35 -12.67 14.85
```

The largest force on an atom is 5.29 eV/A. As for the total charge: -1. Its expectation value of S² is 6.00. As for the spin multiplicity: 5. For the HOMO-LUMO gap (alpha / beta), the calculation gives 0.1459 / 0.1462 Ha.

---

Formula: C33H29BrI2N8O3S2Ti
Source: OMol25
Level of theory: the ωB97M-V functional and the def2-TZVPD basis

Geometry as XYZ:
```
79
Properties=species:S:1:pos:R:3
Ti 0.17 -0.50 0.31
C 0.23 2.48 -0.80
N -0.44 1.24 -1.19
C -1.88 1.27 -0.89
C -2.51 -0.13 -0.84
N -1.96 -0.98 0.25
C -2.74 -0.72 1.48
C -2.15 -2.40 -0.06
C -3.41 -2.84 -0.47
C -3.68 -4.17 -0.70
C -2.67 -5.11 -0.54
C -1.42 -4.70 -0.15
C -1.12 -3.35 0.08
S 0.54 -2.98 0.45
C -0.27 1.06 -2.62
C -0.35 2.11 -3.53
C -0.16 1.89 -4.88
C 0.09 0.60 -5.35
C 0.14 -0.45 -4.46
C -0.03 -0.24 -3.09
S 0.03 -1.54 -1.96
H -0.34 3.37 -1.09
H 1.20 2.52 -1.29
H 0.38 2.50 0.28
H -2.42 1.84 -1.67
H -2.04 1.76 0.07
H -2.34 -0.65 -1.79
H -3.60 0.00 -0.70
H -3.78 -1.01 1.34
H -2.70 0.33 1.75
H -2.33 -1.31 2.30
H -4.21 -2.13 -0.61
H -4.67 -4.47 -1.01
H -2.87 -6.16 -0.71
H -0.61 -5.40 -0.03
H -0.57 3.11 -3.18
H -0.19 2.73 -5.56
H 0.25 0.43 -6.40
H 0.29 -1.47 -4.80
I 3.14 2.07 1.78
C 3.93 0.88 0.23
C 5.26 1.04 -0.18
C 5.75 0.27 -1.20
I 7.79 0.53 -1.73
C 4.95 -0.68 -1.85
C 5.36 -1.48 -2.95
C 4.48 -2.37 -3.50
C 3.21 -2.50 -2.93
N 2.80 -1.79 -1.92
C 3.61 -0.86 -1.39
C 3.07 -0.05 -0.34
O 1.83 -0.17 0.04
H 5.88 1.77 0.31
H 6.36 -1.37 -3.34
H 4.77 -2.98 -4.35
H 2.49 -3.22 -3.31
Br -4.28 3.59 5.97
C -3.32 3.60 4.33
C -3.63 4.55 3.37
C -2.93 4.55 2.18
C -1.94 3.61 1.95
C -1.64 2.64 2.90
C -2.33 2.65 4.11
C -0.57 1.58 2.71
O 0.10 1.28 3.68
O -0.50 1.06 1.54
H -4.41 5.27 3.54
H -3.15 5.29 1.42
H -1.37 3.66 1.03
H -2.08 1.92 4.87
N 2.51 -0.50 4.86
N 1.58 -1.04 4.05
N 0.69 -1.91 4.47
C -0.11 -2.01 3.43
N 0.30 -1.23 2.42
N 1.38 -0.65 2.83
H 3.18 -1.16 5.23
H 2.89 0.34 4.45
H -0.94 -2.69 3.39
```

The largest force on an atom is 2.53 eV/A. As for the spin multiplicity: 1. For the HOMO-LUMO gap, the calculation gives 0.2271 Ha.

---

Formula: C5H2O
Source: OMol25
Level of theory: the ωB97M-V functional and the def2-TZVPD basis

Geometry as XYZ:
```
8
Properties=species:S:1:pos:R:3
O 0.30 -1.83 -0.51
C 0.15 -0.67 -0.19
C 1.27 0.23 0.06
C 2.24 1.01 0.27
C -1.15 -0.04 0.00
C -2.23 0.47 0.15
H 2.61 -0.09 -0.06
H -3.19 0.92 0.28
```

The largest force on an atom is 0.79 eV/A. As for the spin multiplicity: 1. For the HOMO-LUMO gap, the calculation gives 0.3777 Ha.

---

Formula: C2H12O3S2
Source: OMol25
Level of theory: the ωB97M-V functional and the def2-TZVPD basis

Geometry as XYZ:
```
19
Properties=species:S:1:pos:R:3
C -1.63 1.46 -0.79
S -1.03 1.67 0.91
S 0.90 1.37 1.25
C 1.19 -0.42 1.48
H -1.94 0.47 -1.14
H -2.56 1.98 -0.97
H -0.80 1.72 -1.41
H 2.22 -0.73 1.34
H 1.08 -0.70 2.54
H 0.38 -0.90 0.90
O -1.74 -2.72 0.49
H -2.54 -2.76 -0.04
H -1.28 -3.56 0.39
O -0.40 -2.47 -2.17
H 0.39 -2.40 -1.63
H -0.18 -2.85 -3.03
O 2.74 -0.37 -2.33
H 2.70 0.16 -1.51
H 1.98 -0.95 -2.24
```

The largest force on an atom is 2.14 eV/A. As for the spin multiplicity: 1. Its structure (SMILES) is CSSC.O.O.O. For the HOMO-LUMO gap, the calculation gives 0.3275 Ha.

---

In the order shown, the computed calculated total energy values come out to -101070.0471; -183785.8879; -7258.4026; -30080.8972 eV.
In the order shown, the computed ΔE to the lowest compared entry with this formula, charge and spin values come out to 104.9; 55.6; 48.6; 30.7 kcal/mol.